# 1
The following is a DFT calculation (the ωB97M-V functional and the def2-TZVPD basis) of a structure of composition C15H8AgN3O3S2.

Cartesian coordinates (Å):
Ag  1.2719  2.0278  -0.5770
O  1.2570  -0.7694  2.4974
C  1.6042  -1.0145  1.3520
N  2.1724  -0.1617  0.4665
S  2.5461  -0.8676  -0.9151
O  1.7515  -0.3442  -2.0033
O  3.9705  -0.9428  -1.1494
C  1.9480  -2.4874  -0.5057
C  1.9332  -3.6560  -1.2427
C  1.3785  -4.7796  -0.6410
C  0.8638  -4.7173  0.6538
C  0.8942  -3.5313  1.3760
C  1.4454  -2.4141  0.7726
H  2.3329  -3.6916  -2.2477
H  1.3411  -5.7177  -1.1829
H  0.4332  -5.6084  1.0959
H  0.5003  -3.4566  2.3815
N  -6.1530  2.3283  0.9697
C  -5.0305  2.2942  0.7047
C  -3.6372  2.2530  0.3714
C  -3.0581  1.0604  -0.0682
C  -1.7092  1.0359  -0.3872
C  -0.8677  2.1626  -0.2946
C  -1.5012  3.3394  0.1502
C  -2.8477  3.3989  0.4783
H  -3.6694  0.1678  -0.1477
H  -1.2919  0.0913  -0.7252
H  -0.9235  4.2544  0.2344
H  -3.2938  4.3271  0.8181
S  2.9707  3.9119  -0.9373
C  1.9985  5.2701  -0.7201
N  1.3696  6.2370  -0.5776

Values from the calculation:
**HOMO**: -1.78 eV
**Net charge**: -2
**M**: 450.2 g/mol

# 2
The following is a DFT calculation (the ωB97M-V functional and the def2-TZVPD basis) of a structure of composition C36H34CrN3P2Se2Te.

Cartesian coordinates (Å):
Cr  -0.3630  2.2820  0.3355
Se  4.6139  -3.1869  -0.2047
P  2.5305  -2.9962  0.0313
C  1.9820  -3.5944  1.6527
C  1.4961  -2.7162  2.6133
C  1.2214  -3.1737  3.8956
C  1.4161  -4.5053  4.2163
C  1.9092  -5.3866  3.2607
C  2.2080  -4.9288  1.9906
C  1.6847  -3.9888  -1.2346
C  2.0924  -3.8063  -2.5572
C  1.5568  -4.5832  -3.5648
C  0.6056  -5.5539  -3.2695
C  0.2038  -5.7479  -1.9605
C  0.7492  -4.9706  -0.9440
C  1.8845  -1.3099  -0.0848
C  0.6469  -0.6705  -0.1385
N  0.8985  0.6413  0.0595
N  2.2046  0.8070  0.2029
N  2.8104  -0.3436  0.1205
P  -1.0973  -1.0649  -0.3735
Se  -2.3617  0.6418  -0.4393
C  -1.5720  -2.1833  0.9811
C  -1.5668  -3.5644  0.8437
C  -1.9357  -4.3732  1.9096
C  -2.3065  -3.7927  3.1137
C  -2.3086  -2.4113  3.2567
C  -1.9466  -1.6022  2.1914
C  -1.2855  -1.9703  -1.9308
C  -0.4066  -1.7104  -2.9745
C  -0.6737  -2.2061  -4.2428
C  -1.8110  -2.9647  -4.4639
C  -2.6895  -3.2302  -3.4201
C  -2.4341  -2.7246  -2.1572
H  1.3483  -1.6717  2.3744
H  0.8542  -2.4789  4.6377
H  1.1986  -4.8589  5.2148
H  2.0814  -6.4238  3.5131
H  2.6455  -5.5998  1.2620
H  2.8524  -3.0682  -2.7820
H  1.8800  -4.4341  -4.5862
H  0.1851  -6.1584  -4.0612
H  -0.5295  -6.5070  -1.7236
H  0.4479  -5.1457  0.0794
H  -1.2932  -4.0152  -0.0994
H  -1.9294  -5.4496  1.7990
H  -2.5924  -4.4206  3.9486
H  -2.5971  -1.9589  4.1957
H  -1.9625  -0.5221  2.2872
H  0.4789  -1.1106  -2.8016
H  0.0097  -1.9965  -5.0534
H  -2.0187  -3.3484  -5.4534
H  -3.5814  -3.8158  -3.5920
H  -3.1435  -2.8984  -1.3578
C  -0.0507  2.2009  2.4155
H  -0.7696  2.8355  2.9494
H  0.9605  2.5030  2.7086
H  -0.1797  1.1700  2.7749
C  1.0782  10.1993  0.0151
C  0.4778  8.8283  -0.1272
C  -0.0883  8.4108  -1.3176
C  -0.6561  7.1469  -1.4640
C  -1.2511  6.7882  -2.7942
C  -0.6610  6.2613  -0.3793
Te  -1.6613  4.4007  -0.5840
C  -0.0787  6.6660  0.8327
C  -0.0470  5.7692  2.0312
C  0.4745  7.9358  0.9348
H  1.0670  10.7331  -0.9350
H  2.1142  10.1484  0.3540
H  0.5304  10.8046  0.7405
H  -0.0896  9.0823  -2.1692
H  -0.9973  7.5432  -3.5376
H  -2.3375  6.7126  -2.7385
H  -0.8989  5.8160  -3.1368
H  0.3154  4.7704  1.7841
H  -1.0499  5.6222  2.4389
H  0.5862  6.1943  2.8091
H  0.9221  8.2288  1.8786

Values from the calculation:
**HOMO (spin up / spin down)**: -4.00 / -4.31 eV
**⟨S²⟩**: 6.047
**Multiplicity**: 5
**Net charge**: -1
**ΔE to the lowest compared entry with this formula, charge and spin**: 35.4 kJ/mol
**M**: 908.2 g/mol

# 3
The following is a DFT calculation (the ωB97M-V functional and the def2-TZVPD basis) of an isolated molecule of C3H2N2.

Cartesian coordinates (Å):
C  -1.4907  -0.0529  0.0613
C  1.0944  -0.6373  -0.0739
C  0.7904  0.6421  -0.0032
N  -2.5249  -0.6064  -0.0862
N  -0.5775  0.8513  0.0547
H  1.3119  -1.6271  0.2534
H  1.3963  1.4303  -0.2061

Values from the calculation:
**HOMO (spin up / spin down)**: -9.35 / -9.12 eV
**ΔE to the lowest compared entry with this formula, charge and spin**: 471.1 kJ/mol
**M**: 66.1 g/mol

# 4
The following is a DFT calculation (the ωB97M-V functional and the def2-TZVPD basis) of a structure of composition ClI3P2.

Cartesian coordinates (Å):
P  -0.5508  -0.1891  -0.2910
P  -0.1103  1.1828  1.3997
Cl  -0.4636  -1.9912  0.6289
I  2.3875  -0.1040  -0.2349
I  -3.0734  -0.0488  -0.3607
I  0.4792  3.2689  0.3013

Values from the calculation:
**HOMO (spin up / spin down)**: -8.72 / -8.63 eV
**ΔE to the lowest compared entry with this formula, charge and spin**: 120.5 kJ/mol
**M**: 478.1 g/mol

# 5
The following is a DFT calculation (the ωB97M-V functional and the def2-TZVPD basis) of a structure of composition C48H48N4O2SbW.

Cartesian coordinates (Å):
W  -0.6094  -0.2318  -1.1826
C  -2.6236  2.6370  -0.9624
C  -1.4128  3.1917  -0.2525
C  -0.2658  3.0874  -1.1976
C  0.4805  4.2188  -1.4802
C  1.3946  4.2050  -2.5059
C  1.4709  3.0618  -3.2808
C  0.7063  1.9767  -2.9268
N  -0.1212  1.9347  -1.8677
N  -2.6506  1.1515  -0.9392
C  -3.5273  0.7118  -2.0718
C  -2.7161  0.3714  -3.2813
C  -3.1303  0.6615  -4.5668
C  -2.3817  0.2195  -5.6400
C  -1.2484  -0.5272  -5.3889
C  -0.8863  -0.7637  -4.0810
N  -1.5891  -0.3016  -3.0420
C  -3.2653  0.7316  0.3426
C  -3.2756  -0.7587  0.3877
C  -4.1419  -1.4771  1.1817
C  -4.2537  -2.8407  0.9881
C  -3.5866  -3.3985  -0.0845
C  -2.7298  -2.6031  -0.8144
N  -2.4967  -1.3244  -0.5235
H  -2.6037  2.9675  -1.9968
H  -3.5518  2.9944  -0.5183
H  -1.2355  2.6853  0.6906
H  -1.5772  4.2411  -0.0188
H  0.3203  5.1132  -0.8885
H  2.0074  5.0764  -2.7223
H  2.1137  3.0027  -4.1504
H  0.7608  1.0973  -3.5343
H  -4.2648  1.4774  -2.3005
H  -4.0782  -0.1713  -1.7889
H  -4.0484  1.2210  -4.7205
H  -2.6881  0.4412  -6.6583
H  -0.6412  -0.9241  -6.1951
H  -0.0242  -1.3622  -3.8460
H  -4.2941  1.0942  0.3991
H  -2.7280  1.1752  1.1701
H  -4.7505  -0.9615  1.9187
H  -4.8914  -3.4438  1.6269
H  -3.7387  -4.4330  -0.3699
H  -2.2147  -2.9895  -1.6723
C  0.4117  -4.3619  -1.6557
C  0.7368  -2.9149  -1.6014
O  -0.1742  -2.1409  -1.2723
C  2.0256  -2.4019  -1.9165
C  3.0989  -3.2424  -2.2626
C  4.3279  -2.7079  -2.5547
C  4.5058  -1.3157  -2.5191
C  3.4624  -0.4724  -2.1951
C  2.2313  -1.0251  -1.8852
O  1.2277  -0.2041  -1.5715
H  -0.6206  -4.5373  -1.3718
H  1.0628  -4.9164  -0.9738
H  0.5800  -4.7518  -2.6624
H  2.9528  -4.3172  -2.2985
H  5.1527  -3.3559  -2.8281
H  5.4801  -0.8914  -2.7435
H  3.5893  0.6046  -2.1910
C  -2.3899  -0.2856  3.6742
C  -1.0326  -0.0867  4.2858
C  -0.8857  -0.0684  5.6727
C  0.3525  0.1468  6.2616
C  1.4816  0.3314  5.4715
C  1.3665  0.3157  4.0871
C  0.1138  0.1108  3.5150
Sb  0.1928  0.2539  1.3644
C  1.6634  -1.3131  1.3224
C  3.0293  -1.0608  1.2302
C  3.9419  -2.1119  1.2235
C  3.4879  -3.4191  1.3160
C  2.1273  -3.6662  1.4621
C  1.1963  -2.6249  1.4801
C  -0.2497  -2.9309  1.7930
C  1.3159  2.0740  1.3232
C  2.3807  2.1783  0.4228
C  3.1844  3.3083  0.3883
C  2.9141  4.3588  1.2572
C  1.8362  4.2725  2.1256
C  1.0128  3.1428  2.1758
C  -0.1537  3.1685  3.1474
H  -3.1115  -0.6383  4.4126
H  -2.3433  -1.0194  2.8716
H  -2.7783  0.6588  3.2703
H  -1.7618  -0.2189  6.2986
H  0.4367  0.1715  7.3422
H  2.4539  0.4873  5.9266
H  2.2499  0.4631  3.4775
H  3.4047  -0.0529  1.1940
H  5.0056  -1.9019  1.1674
H  4.1920  -4.2460  1.3130
H  1.7783  -4.6864  1.6122
H  -0.4436  -4.0037  1.7510
H  -0.9390  -2.4423  1.1080
H  -0.4871  -2.5987  2.8060
H  2.5826  1.3751  -0.2675
H  4.0163  3.3699  -0.3070
H  3.5382  5.2452  1.2558
H  1.6191  5.1035  2.7950
H  -0.7258  4.0925  3.0305
H  0.2005  3.1381  4.1827
H  -0.8362  2.3268  3.0279

Values from the calculation:
**HOMO (spin up / spin down)**: -15.71 / -15.71 eV
**Net charge**: +3
**M**: 1018.5 g/mol

# 6
The following is a DFT calculation (the ωB97M-V functional and the def2-TZVPD basis) of a cluster of 10 separate species, C15H43F4N19O10 in total.

Cartesian coordinates (Å):
O  0.2671  0.5333  -1.8923
C  -0.5773  0.1705  -1.0893
C  -1.6727  0.9927  -0.4465
C  -1.6539  0.4812  0.9995
C  -0.8558  1.3663  1.9462
F  -1.2129  2.6701  1.7474
F  -1.1170  1.0359  3.2424
C  0.6689  1.3999  1.7427
F  1.1736  2.4530  2.4375
F  1.2812  0.2821  2.2397
C  -1.1478  -0.9922  0.8767
N  -0.6152  -1.0848  -0.4979
H  -2.6202  0.6695  -0.8820
H  -1.5039  2.0642  -0.5772
H  -2.6637  0.4549  1.4244
H  0.9222  1.5087  0.6821
H  -1.9880  -1.6781  1.0112
H  -0.3568  -1.2331  1.5860
H  0.2689  -1.5675  -0.5947
C  -4.0923  4.7613  1.3344
O  -4.2267  3.6857  0.7771
N  -2.9040  5.4320  1.3730
N  -5.1368  5.3817  1.9758
H  -2.7801  6.3075  1.8421
H  -2.1137  5.0111  0.9099
H  -6.0220  4.9128  1.9653
H  -5.0535  6.2643  2.4411
C  -4.3997  -1.7833  -2.3179
O  -3.5794  -0.9589  -1.9372
N  -4.2179  -3.1220  -2.1532
N  -5.5545  -1.4240  -2.9516
H  -4.8462  -3.8180  -2.5159
H  -3.3500  -3.4107  -1.7439
H  -5.7128  -0.4455  -3.0996
H  -6.2049  -2.0945  -3.3152
C  5.0706  -1.4869  3.0351
O  5.9046  -2.2657  3.5039
N  5.2932  -0.8491  1.8576
N  3.8931  -1.2274  3.6591
H  4.6328  -0.2154  1.4483
H  6.1573  -1.0334  1.3720
H  3.7082  -1.6986  4.5246
H  3.2020  -0.5987  3.2912
C  -4.3161  -4.9754  -5.4700
O  -5.0458  -4.8297  -4.4984
N  -4.8015  -5.1825  -6.7241
N  -2.9539  -4.9339  -5.3586
H  -4.2140  -5.2978  -7.5270
H  -5.8002  -5.2156  -6.8465
H  -2.5718  -4.7472  -4.4513
H  -2.3339  -5.0330  -6.1391
C  0.4541  5.9558  0.4442
O  -0.6739  5.6250  0.1072
N  1.0448  7.1104  0.0110
N  1.2063  5.2005  1.2964
H  1.9773  7.3976  0.2764
H  0.5127  7.6593  -0.6374
H  0.8056  4.3370  1.6077
H  2.1153  5.4686  1.6237
C  5.8405  -5.2053  6.2378
O  5.7583  -6.3363  6.6859
N  5.6092  -4.8985  4.9283
N  6.1809  -4.1305  7.0206
H  5.6752  -3.9614  4.5584
H  5.3674  -5.6539  4.3159
H  6.3644  -4.3077  7.9893
H  6.2761  -3.2003  6.6588
C  8.5545  -3.1779  0.7613
O  8.0784  -2.2778  0.0787
N  9.6959  -3.8376  0.3891
N  7.9801  -3.5639  1.9285
H  10.1041  -4.5754  0.9297
H  10.1315  -3.5553  -0.4677
H  7.1462  -3.0645  2.1834
H  8.3376  -4.2816  2.5295
C  -8.6184  -5.9201  -6.8758
O  -8.0432  -5.1931  -7.6719
N  -9.2577  -5.4293  -5.7742
N  -8.6639  -7.2777  -7.0299
H  -9.7266  -6.0066  -5.1033
H  -9.2288  -4.4373  -5.6337
H  -8.2079  -7.6633  -7.8348
H  -9.1249  -7.8919  -6.3867
C  3.1735  9.8337  1.0339
O  3.5341  8.6687  0.9212
N  3.9117  10.7681  1.6965
N  1.9906  10.2558  0.5015
H  3.6304  11.7243  1.7949
H  4.7813  10.4679  2.0949
H  1.4647  9.5571  0.0153
H  1.6159  11.1816  0.5785

Values from the calculation:
**HOMO**: -9.01 eV
**Structure (SMILES)**: O=C1C[C@H](C(F)(F)C(F)F)CN1.NC(N)=O.NC(N)=O.NC(N)=O.NC(N)=O.NC(N)=O.NC(N)=O.NC(N)=O.NC(N)=O.NC(N)=O
**M**: 725.6 g/mol

# 7
The following is a DFT calculation (the ωB97M-V functional and the def2-TZVPD basis) of an isolated molecule of C2HN5O.

Cartesian coordinates (Å):
C  1.3750  -0.2536  -0.1126
C  -1.3144  -0.0495  0.3654
H  -2.1734  -0.3493  0.8979
N  0.2170  -1.3433  -0.5986
N  -1.0328  -1.1944  -0.4252
N  -0.8514  1.0703  0.4096
N  0.2124  1.6525  -0.4121
N  1.2115  0.9664  -0.7346
O  2.3561  -0.4990  0.6103

Values from the calculation:
**HOMO**: -9.91 eV
**Structure (SMILES)**: O=c1nncnnn1
**ΔE to the lowest compared entry with this formula, charge and spin**: 391.5 kJ/mol
**M**: 111.1 g/mol

# 8
The following is a DFT calculation (the ωB97M-V functional and the def2-TZVPD basis) of an isolated molecule of C5H8O.

Cartesian coordinates (Å):
C  2.6687  -0.3141  -0.3915
C  1.3765  -0.0643  0.0238
C  0.2975  0.5763  0.3095
C  -1.0700  0.5692  -0.2367
C  -1.7471  -0.7988  -0.2138
O  -1.9234  1.4778  0.4388
H  3.2108  -1.1994  -0.0761
H  2.0121  -0.1652  1.0115
H  3.1907  0.3670  -1.0640
H  -0.9617  0.8894  -1.2887
H  -1.7836  -1.1870  0.8077
H  -2.7745  -0.6953  -0.5742
H  -1.2131  -1.5088  -0.8505
H  -1.3461  2.0886  0.9111

Values from the calculation:
**HOMO**: -8.06 eV
**ΔE to the lowest compared entry with this formula, charge and spin**: 529.2 kJ/mol
**M**: 84.1 g/mol

# 9
The following is a DFT calculation (the ωB97M-V functional and the def2-TZVPD basis) of a structure of composition C38H55NO2P2Sm.

Cartesian coordinates (Å):
Sm  -0.2868  -0.1241  0.2451
C  -0.9625  -2.5985  0.9510
C  0.3326  -2.8576  0.4212
C  0.5882  -1.3907  2.1819
C  -0.8268  -1.6987  2.0450
C  1.2803  -2.1213  1.1848
C  -2.2571  -3.0740  0.3874
H  -2.1542  -3.4121  -0.6539
H  -3.0363  -2.2904  0.3953
H  -2.6453  -3.9134  0.9880
C  -2.0134  -1.0446  2.6253
H  -2.9316  -1.2732  2.0670
H  -1.9218  0.0526  2.6520
H  -2.1788  -1.4379  3.6355
C  1.2989  -0.3023  2.8893
H  1.8075  -0.6778  3.7747
H  0.6037  0.4844  3.2074
H  2.0679  0.1719  2.2576
C  2.7451  -2.0323  0.9394
H  3.2817  -2.6621  1.6702
H  3.1341  -1.0060  1.0647
H  3.0225  -2.3594  -0.0730
C  0.6593  -3.8141  -0.6608
H  0.9134  -4.8168  -0.2492
H  1.5265  -3.4617  -1.2488
H  -0.1922  -3.9385  -1.3539
C  -1.8720  0.9214  -6.9303
C  -1.9457  -0.4099  -6.9231
C  -1.1345  -1.3605  -7.7585
C  0.2314  -0.8330  -8.2638
C  1.1703  -0.3578  -7.1876
C  1.2378  0.8510  -6.6180
C  0.4326  2.0626  -6.9967
C  -0.9196  1.7935  -7.7014
H  -1.7248  -1.6593  -8.6403
H  0.0624  -0.0857  -9.0460
H  -0.9598  -2.2875  -7.1929
H  -0.7298  1.4276  -8.7153
H  -2.6209  1.4862  -6.3539
H  -2.7624  -0.8841  -6.3556
H  -1.4071  2.7699  -7.8240
H  0.2438  2.6681  -6.0983
H  2.0429  1.0418  -5.8931
H  1.0350  2.7022  -7.6627
H  0.7241  -1.6784  -8.7637
H  1.9133  -1.1117  -6.8890
P  -1.4602  -0.2407  -2.3914
C  -3.0072  0.7184  -2.4268
C  -1.6383  -1.5963  -3.5934
P  1.4880  0.3689  -2.0232
C  -0.0275  0.7931  -3.1318
C  2.4352  -0.7543  -3.1018
C  2.5091  1.8567  -1.7880
H  -2.9704  1.4870  -1.6390
H  -3.8186  0.0252  -2.1722
H  -3.2173  1.1901  -3.3892
H  -1.7516  -1.2789  -4.6486
H  -2.5320  -2.1847  -3.2968
H  -0.7496  -2.2657  -3.5191
H  2.7676  2.3768  -2.7132
H  3.4296  1.5363  -1.2840
H  1.9837  2.5463  -1.1105
H  -0.2619  1.8658  -3.0241
H  0.1662  0.5061  -4.1912
H  3.4093  -0.9465  -2.6088
H  2.6170  -0.3650  -4.1220
H  1.8923  -1.7232  -3.1856
C  3.5749  0.1193  6.9633
C  2.2475  -0.4336  6.5135
C  2.0790  -1.8075  6.4794
C  0.8658  -2.3679  6.0901
C  -0.1896  -1.5507  5.7092
C  -0.0154  -0.1429  5.6403
N  -0.9957  0.6113  4.9642
C  -1.3430  2.0003  4.9364
C  -1.9066  2.5075  6.1451
C  -2.4367  3.7775  6.2395
C  -2.4118  4.6270  5.1159
C  -1.8409  4.1290  3.9269
C  -1.3368  2.8361  3.7682
C  -0.8840  2.6599  2.3347
O  -0.7287  3.7319  1.7339
O  -0.7009  1.4809  1.7687
C  1.2004  0.4205  6.1226
C  1.3640  1.9031  6.1768
H  4.0482  0.7365  6.1872
H  3.4678  0.7240  7.8737
H  4.2705  -0.6968  7.1926
H  2.9114  -2.4574  6.7745
H  0.7618  -3.4517  6.0777
H  -1.1400  -2.0209  5.4367
H  -1.7962  0.0325  4.7151
H  -1.9275  1.8632  7.0251
H  -2.8723  4.1291  7.1725
H  -2.8432  5.6244  5.1387
H  -1.7933  4.7510  3.0288
H  1.2561  2.3582  5.1785
H  0.6224  2.3596  6.8490
H  2.3577  2.1737  6.5525

Values from the calculation:
**HOMO (spin up / spin down)**: -9.42 / -9.42 eV
**⟨S²⟩**: 8.775
**Multiplicity**: 6
**Net charge**: +1
**ΔE to the lowest compared entry with this formula, charge and spin**: 95.7 kJ/mol
**M**: 770.2 g/mol